[1]
Below is an isolated molecule of CH2N4S at a distorted geometry, with properties calculated with the ωB97M-V functional and the def2-TZVPD basis.

Bonds (Å) are listed after each position.
Atoms and positions in Å:
1 C -1.2803 -0.1790 0.0863  N2 1.445, S6 1.794, H7 0.999, H8 1.017
2 N -0.4604 -0.6366 1.1842  C1 1.445, S6 1.615
3 N 2.0981 1.4793 0.3438  N4 1.110
4 N 1.7334 0.6400 -0.2844  N3 1.110, N5 1.162
5 N 1.2902 -0.2708 -0.8547  N4 1.162, S6 1.867
6 S -0.0053 -1.4174 -0.1539  C1 1.794, N2 1.615, N5 1.867
7 H -2.2599 -0.3534 0.0003  C1 0.999
8 H -1.1157 0.7378 -0.3217  C1 1.017

HOMO-LUMO gap ... 9.11 eV
F_max ... 6.2 eV/A
LUMO ... -0.24 eV

***

[2]
Below is an isolated molecule of C5H7NO, with properties calculated with the ωB97M-V functional and the def2-TZVPD basis.

Bonds (Å) are listed after each position.
Atoms and positions in Å:
1 C 0.1924 2.2045 1.1541  C2 1.316, H8 1.075, H9 1.076
2 C 0.0095 1.0476 0.5535  C1 1.316, C3 1.451, C6 1.447
3 C -0.8428 -0.1164 0.3954  C2 1.451, C4 1.522, C6 1.596, H10 1.071
4 C -0.4563 -0.4673 -1.0344  C3 1.522, N5 1.423, C6 1.488, H11 1.089
5 N -0.4662 -1.8058 -1.5166  C4 1.423, H12 1.013, H13 1.012
6 C 0.6573 -0.0427 -0.1437  C2 1.447, C3 1.596, C4 1.488, O7 1.365
7 O 1.7666 -0.7748 0.1662  C6 1.365, H14 0.964
8 H -0.5925 2.6656 1.7264  C1 1.075
9 H 1.1167 2.7465 1.0568  C1 1.076
10 H -1.3151 -0.7372 1.1297  C3 1.071
11 H -0.7753 0.2255 -1.8117  C4 1.089
12 H -0.0890 -2.4497 -0.8315  N5 1.013
13 H -1.3960 -2.0992 -1.7890  N5 1.012
14 H 2.1906 -0.3964 0.9446  O7 0.964

HOMO-LUMO gap ... 8.76 eV
F_max ... 0.9 eV/A
LUMO ... 0.79 eV

***

[3]
Below is a cluster of 2 separate species, C5H13NO in total at a distorted geometry, with properties calculated with the ωB97M-V functional and the def2-TZVPD basis.

Bonds (Å) are listed after each position.
Atoms and positions in Å:
1 C -1.6056 1.8961 -0.2287  C2 1.333, H7 1.051, H8 1.084
2 C -0.8526 0.8026 -0.3442  C1 1.333, C3 1.504, C4 1.515
3 C -1.1765 -0.4045 0.4929  C2 1.504, H9 1.099, H10 1.087, H11 1.090
4 C 0.1171 0.6785 -1.5012  C2 1.515, C5 1.530, H12 1.091, H13 1.086
5 C 1.4555 0.1002 -1.0372  C4 1.530, N6 1.465, H14 1.095, H15 1.088
6 N 2.2338 1.0219 -0.2057  C5 1.465, H16 1.017, H17 1.012
7 H -2.4503 1.9304 0.3955  C1 1.051
8 H -1.6553 2.6420 -1.0143  C1 1.084
9 H -1.4071 -1.2576 -0.1598  C3 1.099
10 H -2.1095 -0.2203 1.0189  C3 1.087
11 H -0.3807 -0.7570 1.1484  C3 1.090
12 H 0.3028 1.6610 -1.9372  C4 1.091
13 H -0.3466 0.0165 -2.2268  C4 1.086
14 H 1.2174 -0.7873 -0.4412  C5 1.095
15 H 1.9934 -0.2719 -1.9066  C5 1.088
16 H 1.6828 1.8703 -0.0977  N6 1.017
17 H 2.2937 0.6788 0.7446  N6 1.012
18 O 0.3527 -2.8429 2.5872  H19 0.961, H20 0.958
19 H 0.1439 -3.0812 1.6799  O18 0.961
20 H 0.1911 -3.6753 3.0332  O18 0.958

HOMO-LUMO gap ... 9.97 eV
F_max ... 1.4 eV/A
LUMO ... 0.66 eV

***

Relative energy (zero: lowest compared OMol25 entry of this formula, charge and spin) values, unit kcal/mol, following the record order: 98.2 80.3 35.4.